# 1
{"formula": "C18H17I2N3Ru", "method": "the ωB97M-V functional and the def2-TZVPD basis", "elements": ["Ru", "C", "C", "C", "C", "C", "C", "N", "C", "C", "C", "C", "C", "N", "C", "C", "C", "C", "C", "C", "N", "H", "H", "H", "H", "H", "H", "H", "H", "H", "H", "H", "H", "H", "H", "H", "I", "C", "I", "H", "H"], "xyz": [[0.113, -0.149, -0.597], [-2.476, -1.656, -2.542], [-2.644, -1.706, -1.060], [-3.828, -2.264, -0.570], [-4.075, -2.328, 0.783], [-3.110, -1.823, 1.647], [-1.952, -1.288, 1.129], [-1.701, -1.218, -0.221], [-0.903, -0.766, 2.018], [-0.890, -0.846, 3.401], [0.205, -0.337, 4.088], [1.274, 0.226, 3.401], [1.217, 0.290, 2.019], [0.130, -0.185, 1.375], [2.255, 0.834, 1.130], [3.395, 1.412, 1.645], [4.351, 1.924, 0.776], [4.102, 1.853, -0.576], [2.932, 1.264, -1.062], [2.725, 1.264, -2.540], [2.016, 0.735, -0.219], [-3.393, -1.967, -3.039], [-1.718, -2.379, -2.870], [-2.243, -0.652, -2.897], [-4.553, -2.641, -1.276], [-4.993, -2.756, 1.163], [-3.269, -1.849, 2.714], [-1.698, -1.307, 3.946], [0.234, -0.396, 5.169], [2.129, 0.593, 3.948], [3.544, 1.468, 2.712], [5.259, 2.378, 1.153], [4.809, 2.259, -1.285], [3.457, 1.908, -3.024], [1.736, 1.628, -2.818], [2.908, 0.265, -2.957], [0.622, -1.091, -2.976], [-1.503, 2.192, -3.207], [-1.209, 2.360, -1.147], [-2.536, 2.140, -3.515], [-0.720, 2.610, -3.820]], "forces_ev_per_angstrom": [[-0.1, 0.2, -0.3], [0.0, 0.0, -0.1], [-0.2, -0.1, -0.1], [0.1, 0.0, 0.0], [0.1, 0.0, -0.1], [0.1, 0.0, -0.1], [-0.1, -0.1, 0.2], [0.1, 0.1, 0.2], [-0.1, -0.1, 0.2], [0.0, 0.0, -0.2], [0.0, 0.0, 0.0], [0.0, 0.0, -0.2], [0.1, 0.0, 0.2], [0.1, -0.1, 0.1], [0.2, 0.0, 0.2], [-0.1, -0.1, -0.1], [-0.1, 0.0, -0.1], [-0.1, -0.1, 0.0], [0.2, 0.1, -0.1], [0.0, 0.0, -0.1], [-0.1, 0.0, 0.1], [0.0, 0.0, 0.0], [0.0, 0.0, 0.0], [0.0, 0.0, 0.0], [0.0, 0.0, 0.0], [0.0, 0.0, 0.0], [0.0, 0.0, 0.0], [0.0, 0.0, 0.0], [0.0, 0.0, 0.0], [0.0, 0.0, 0.0], [0.0, 0.0, 0.0], [0.0, 0.0, 0.0], [0.0, 0.0, 0.0], [0.0, 0.0, 0.0], [0.0, 0.0, 0.0], [0.0, 0.0, 0.0], [0.1, -0.1, 0.0], [0.0, 0.0, 0.1], [0.0, 0.0, -0.1], [0.0, 0.0, 0.0], [0.0, 0.0, 0.0]], "mulliken_charge": [1.047, -1.734, 1.163, -0.673, -0.776, -0.572, 0.954, 0.140, 0.233, -0.669, -0.935, -0.626, 0.193, -0.198, 0.993, -0.553, -0.766, -0.719, 1.199, -1.744, 0.196, 0.432, 0.255, 0.335, 0.410, 0.499, 0.382, 0.463, 0.477, 0.471, 0.386, 0.496, 0.423, 0.442, 0.276, 0.253, 0.404, -0.850, 0.383, 0.466, 0.443], "spin_multiplicity": 6, "charge": 3, "e_homo_ev": [-18.1, -18.4], "gap_ha": [0.281, 0.200], "lumo_energy_ev": [-10.48, -12.96]}

---

# 2
{"formula": "C18H17N2O11RhS8", "method": "the ωB97M-V functional and the def2-TZVPD basis", "elements": ["Rh", "O", "S", "O", "O", "C", "C", "C", "C", "C", "C", "S", "O", "O", "O", "H", "H", "H", "H", "N", "N", "C", "O", "O", "H", "H", "H", "C", "C", "C", "C", "C", "C", "C", "S", "O", "O", "O", "H", "H", "H", "H", "H", "H", "H", "C", "S", "C", "C", "S", "S", "C", "S", "S", "H", "H", "H"], "xyz": [[-0.346, -0.159, 0.389], [-0.104, -0.108, 2.564], [0.930, 0.508, 3.451], [0.897, -0.115, 4.754], [2.252, 0.610, 2.883], [0.507, 2.230, 3.729], [0.761, 2.715, 5.006], [0.709, 4.078, 5.259], [0.414, 4.961, 4.230], [0.143, 4.479, 2.959], [0.188, 3.116, 2.701], [-0.229, 2.557, 1.052], [-0.427, 3.774, 0.311], [-1.457, 1.782, 1.263], [0.907, 1.677, 0.643], [1.013, 1.999, 5.776], [0.911, 4.448, 6.257], [0.391, 6.028, 4.422], [-0.096, 5.137, 2.135], [-0.922, -1.019, -1.592], [-1.042, -2.412, -1.632], [-1.220, -2.938, -0.329], [-1.283, -4.150, -0.215], [-1.335, -2.046, 0.594], [-1.847, -0.607, -1.571], [-0.402, -0.582, -2.358], [-0.264, -2.858, -2.097], [-4.316, 5.657, -5.271], [-3.321, 4.723, -4.627], [-2.766, 5.010, -3.383], [-1.840, 4.161, -2.796], [-1.460, 3.005, -3.467], [-2.003, 2.698, -4.705], [-2.930, 3.558, -5.280], [-0.244, 1.942, -2.703], [-0.073, 0.816, -3.633], [0.935, 2.755, -2.549], [-0.912, 1.506, -1.468], [-4.645, 6.422, -4.567], [-5.197, 5.112, -5.617], [-3.878, 6.152, -6.141], [-3.066, 5.917, -2.867], [-1.406, 4.359, -1.822], [-1.680, 1.790, -5.197], [-3.360, 3.326, -6.250], [4.546, -0.488, 1.054], [4.615, -1.802, 2.298], [2.978, -2.384, 2.600], [1.823, -2.325, 1.904], [1.617, -1.518, 0.365], [0.484, -3.220, 2.630], [1.305, -3.807, 4.003], [0.641, -4.824, 5.137], [2.931, -3.260, 4.106], [5.524, -0.008, 1.115], [3.762, 0.209, 1.326], [4.378, -0.909, 0.068]], "forces_ev_per_angstrom": [[1.9, -3.8, 2.0], [0.2, 0.3, -0.5], [0.2, -0.4, 0.2], [-0.3, 0.0, 0.1], [0.0, 0.0, -0.2], [0.1, 0.0, -0.2], [-0.1, 0.0, -0.1], [0.0, 0.0, -0.1], [0.0, 0.0, 0.1], [0.0, -0.1, -0.1], [0.1, -0.1, 0.2], [-0.4, 0.9, 0.5], [0.4, 0.0, -0.2], [-0.1, -0.2, -0.6], [-1.3, -0.3, -0.5], [0.0, 0.0, 0.0], [0.0, 0.0, 0.0], [0.0, 0.0, 0.0], [0.0, 0.0, 0.0], [0.5, 1.8, 1.0], [0.1, -0.1, -0.1], [0.2, -0.3, -0.2], [-0.1, 0.1, 0.3], [-0.1, 1.1, 0.6], [0.0, 0.1, -0.4], [-0.1, -0.3, -0.3], [0.0, 0.1, 0.0], [0.0, -0.1, 0.0], [0.0, 0.0, -0.1], [0.0, 0.0, 0.0], [0.0, -0.1, 0.0], [0.1, 0.0, -0.1], [0.0, 0.1, 0.1], [0.0, 0.0, 0.0], [-0.3, -0.2, -0.1], [0.0, -0.1, 0.0], [0.0, 0.1, 0.2], [0.1, 0.7, -0.9], [0.0, 0.0, 0.0], [0.0, 0.0, 0.0], [0.0, 0.0, 0.0], [0.0, 0.0, 0.0], [0.0, 0.1, 0.0], [0.0, 0.0, 0.0], [0.0, 0.0, 0.0], [-0.2, -0.1, 0.2], [0.1, -0.1, 0.0], [0.1, 0.2, -0.1], [-0.3, 0.1, 0.2], [-0.9, 0.3, -0.7], [0.1, 0.1, -0.1], [0.0, -0.1, 0.0], [0.0, 0.1, 0.0], [0.0, -0.1, 0.0], [0.0, 0.0, 0.0], [0.0, 0.1, -0.1], [0.0, 0.1, 0.0]], "mulliken_charge": [1.787, -0.683, 1.777, -0.753, -0.563, -0.510, -0.764, -0.552, -0.546, -0.288, -0.269, 1.217, -0.611, -0.601, -0.422, 0.501, 0.350, 0.363, 0.508, -0.133, -0.545, 0.513, -0.679, -0.679, 0.417, 0.256, 0.304, -1.417, 1.065, -0.920, -0.333, -0.287, -0.381, -0.628, 1.624, -0.927, -0.707, -0.444, 0.329, 0.340, 0.291, 0.273, 0.418, 0.465, 0.330, -0.594, -0.162, 0.735, -0.436, -0.362, 0.037, 0.112, -0.348, -0.232, 0.351, 0.128, 0.286], "spin_multiplicity": 1, "relative_energy_kcal_mol": 42.8, "charge": -2, "e_homo_ev": -2.6, "gap_ha": 0.239, "lumo_energy_ev": 3.89}

---

# 3
{"formula": "C18H17N3O", "method": "the ωB97M-V functional and the def2-TZVPD basis", "elements": ["O", "C", "C", "C", "C", "C", "C", "C", "C", "C", "N", "C", "C", "C", "N", "C", "C", "C", "C", "C", "C", "N", "H", "H", "H", "H", "H", "H", "H", "H", "H", "H", "H", "H", "H", "H", "H", "H", "H"], "xyz": [[2.709, -0.249, 1.941], [2.459, 0.034, 0.779], [1.567, 1.159, 0.447], [0.701, 1.140, -0.573], [-0.365, 2.093, -0.829], [-1.166, 1.905, -1.958], [-2.218, 2.755, -2.231], [-2.494, 3.814, -1.381], [-1.707, 4.014, -0.258], [-0.654, 3.165, 0.018], [2.959, -0.689, -0.260], [3.431, -2.037, -0.043], [2.337, -3.072, -0.395], [0.992, -2.531, -0.054], [0.082, -2.243, -0.939], [-0.947, -1.655, -0.243], [-2.149, -1.119, -0.690], [-2.964, -0.515, 0.244], [-2.611, -0.449, 1.593], [-1.431, -0.990, 2.061], [-0.604, -1.591, 1.127], [0.628, -2.186, 1.218], [1.534, 1.927, 1.205], [0.728, 0.319, -1.280], [-0.957, 1.077, -2.620], [-2.829, 2.593, -3.108], [-3.319, 4.478, -1.591], [-1.920, 4.838, 0.408], [-0.057, 3.330, 0.901], [2.654, -0.460, -1.193], [4.327, -2.217, -0.642], [3.693, -2.098, 1.016], [2.338, -3.278, -1.466], [2.530, -4.004, 0.140], [-2.421, -1.172, -1.732], [-3.898, -0.076, -0.073], [-3.280, 0.041, 2.285], [-1.155, -0.936, 3.103], [1.218, -2.206, 2.034]], "forces_ev_per_angstrom": [[0.0, 0.1, 0.3], [0.2, 0.0, -0.2], [-0.4, 0.1, -0.2], [0.6, -0.2, 0.3], [-0.4, 0.4, -0.2], [0.2, 0.0, 0.2], [-0.1, 0.1, -0.1], [0.0, 0.0, -0.1], [0.0, 0.1, 0.1], [0.1, -0.1, -0.1], [0.2, 0.0, -0.3], [0.1, -0.2, 0.1], [0.1, 0.1, 0.1], [0.0, -0.2, -0.1], [0.2, -0.2, -0.5], [0.0, 0.1, 0.8], [0.1, -0.1, 0.1], [-0.2, 0.0, -0.1], [0.0, 0.0, 0.1], [0.1, 0.0, 0.1], [-0.5, 0.1, -0.5], [0.1, -0.2, 0.0], [0.0, 0.1, 0.1], [0.0, -0.1, 0.0], [0.0, -0.1, 0.0], [0.0, 0.0, -0.1], [-0.1, 0.1, 0.0], [0.0, 0.1, 0.1], [0.1, 0.0, 0.1], [0.0, 0.1, 0.1], [0.0, 0.0, 0.1], [0.1, 0.0, -0.2], [-0.1, 0.0, 0.1], [0.0, -0.1, -0.1], [0.0, 0.0, -0.1], [-0.1, 0.0, 0.0], [0.0, 0.0, 0.1], [0.0, 0.0, 0.1], [0.0, 0.1, -0.1]], "mulliken_charge": [-0.687, 0.415, -0.264, -0.110, 0.553, -0.269, -0.669, -0.456, -0.662, -0.538, -0.170, -0.773, -0.659, 0.361, -0.733, 0.777, -0.659, -0.467, -0.506, -1.040, 0.398, 0.058, 0.370, 0.245, 0.390, 0.389, 0.395, 0.401, 0.288, 0.254, 0.334, 0.414, 0.314, 0.310, 0.446, 0.426, 0.401, 0.445, 0.277], "spin_multiplicity": 1, "smiles": "O=C(/C=C/c1ccccc1)NCCc1nc2ccccc2[nH]1", "relative_energy_kcal_mol": 0.5, "e_homo_ev": -8.4, "gap_ha": 0.316, "lumo_energy_ev": 0.20}

---

# 4
{"formula": "C18H17N3O5", "method": "the ωB97M-V functional and the def2-TZVPD basis", "elements": ["C", "C", "H", "H", "C", "C", "O", "N", "H", "C", "C", "C", "C", "C", "O", "H", "H", "H", "C", "C", "C", "N", "C", "C", "C", "C", "C", "C", "H", "N", "O", "O", "H", "H", "H", "O", "H", "H", "H", "H", "H", "H", "H"], "xyz": [[3.424, 5.071, 0.253], [3.440, 3.461, 0.042], [3.678, 3.083, -0.927], [4.310, 3.114, 0.687], [2.285, 2.981, 0.333], [2.207, 1.538, 0.428], [3.095, 0.984, 0.119], [1.151, 0.802, 0.753], [0.359, 1.395, 1.048], [0.814, -0.575, 0.685], [0.507, -1.200, 2.278], [1.361, -1.790, 3.114], [0.385, -1.927, 3.934], [-0.906, -1.540, 3.834], [-0.704, -0.983, 2.462], [-1.875, -1.326, 4.335], [0.493, -2.366, 4.946], [2.197, -1.915, 2.993], [-0.229, -1.148, -0.262], [-1.458, -0.228, -0.335], [-2.283, -0.738, -1.382], [-3.517, 0.111, -1.242], [-4.470, -0.380, -2.134], [-4.474, -1.425, -2.865], [-3.067, -2.512, -2.938], [-2.247, -1.996, -2.128], [-1.017, -2.517, -2.027], [-0.039, -2.311, -0.901], [0.808, -2.622, -0.784], [-0.758, -3.817, -2.587], [-1.218, -4.205, -3.562], [0.284, -4.583, -2.150], [-3.236, -3.240, -3.506], [-5.196, -1.675, -3.748], [-5.295, 0.389, -2.319], [-1.689, 0.734, 0.348], [-2.431, 1.067, -0.189], [1.602, -0.909, 0.601], [1.399, 3.312, -0.029], [1.995, 3.232, 1.780], [3.147, 5.445, 1.245], [2.658, 5.626, -0.164], [4.512, 5.582, -0.042]], "forces_ev_per_angstrom": [[4.3, -0.3, -0.2], [9.7, 6.6, -0.5], [0.7, 0.5, -1.3], [-1.3, 0.1, -0.7], [-9.5, -3.3, 9.7], [-8.3, 3.7, 2.1], [14.4, -8.3, -4.7], [-7.3, 3.0, 1.9], [0.5, -0.6, -0.1], [-11.0, 3.2, 4.9], [3.6, 3.9, -10.6], [-13.4, 4.0, -2.6], [-4.6, -4.6, 13.8], [0.8, 1.4, -3.4], [-4.5, 0.1, 2.7], [1.4, -0.6, -0.4], [0.6, -0.1, -0.2], [15.5, -2.7, -1.6], [-1.8, 6.3, 3.2], [6.2, -11.8, -5.5], [-6.9, 3.9, 2.1], [2.6, -4.6, -3.4], [-0.9, 7.2, 3.3], [3.2, -8.7, -5.9], [-10.6, 9.2, 1.6], [4.7, 4.1, 3.6], [6.9, -4.8, 4.5], [-11.6, 5.0, -5.2], [9.0, -4.8, 0.7], [7.4, -2.2, 3.5], [-4.0, -0.9, -4.8], [-3.1, 3.2, 0.3], [-0.5, -6.0, -4.3], [1.1, 0.8, 2.2], [0.8, -1.2, 0.6], [-1.0, 5.2, 2.9], [-1.6, 1.4, 0.5], [13.9, -7.0, -2.6], [-2.4, 1.8, -1.6], [0.6, -0.4, -3.7], [0.9, -1.1, 0.8], [-1.5, 0.6, -2.4], [-3.0, -1.3, 0.7]], "mulliken_charge": [-1.267, -0.224, 0.322, 0.254, -0.729, 0.424, -0.535, -0.239, 0.234, -2.001, 0.605, -1.525, -0.348, -0.636, -0.225, 0.344, 0.311, 1.105, 0.142, 0.305, 0.203, -0.578, -0.245, -0.392, -0.695, 0.205, -0.215, -0.582, 1.085, 0.905, -0.624, -0.649, 0.819, 0.267, 0.293, -0.415, 0.613, 1.868, 0.563, 0.196, 0.380, 0.441, 0.240], "spin_multiplicity": 1, "relative_energy_kcal_mol": 561.2, "e_homo_ev": -8.2, "gap_ha": 0.222, "lumo_energy_ev": -2.16}

---

# 5
{"formula": "C18H17N4O5Rh", "method": "the ωB97M-V functional and the def2-TZVPD basis", "elements": ["Rh", "O", "C", "C", "C", "C", "C", "C", "C", "O", "N", "N", "C", "C", "C", "C", "C", "C", "C", "O", "H", "H", "H", "H", "H", "H", "H", "H", "H", "H", "C", "C", "N", "O", "C", "C", "N", "O", "H", "H", "H", "H", "H", "H", "H"], "xyz": [[0.695, -0.115, 1.158], [-0.317, -2.320, -2.973], [0.355, -1.460, -3.784], [0.402, -1.805, -5.131], [1.008, -0.969, -6.048], [1.585, 0.228, -5.640], [1.534, 0.578, -4.305], [0.922, -0.252, -3.366], [0.851, 0.225, -1.963], [1.662, -0.368, -1.034], [0.124, 1.215, -1.647], [0.144, 1.481, -0.263], [-0.041, 2.711, 0.044], [-0.005, 3.215, 1.402], [-0.601, 4.464, 1.634], [-0.618, 5.029, 2.888], [0.001, 4.347, 3.941], [0.623, 3.137, 3.736], [0.637, 2.539, 2.466], [1.293, 1.403, 2.310], [-0.019, -2.312, -2.041], [-0.055, -2.737, -5.431], [1.030, -1.254, -7.091], [2.058, 0.884, -6.356], [1.954, 1.515, -3.966], [-0.243, 3.411, -0.766], [-1.060, 4.979, 0.799], [-1.090, 5.985, 3.055], [-0.001, 4.780, 4.933], [1.115, 2.610, 4.542], [-0.891, -4.263, 1.263], [-0.579, -2.819, 1.476], [0.294, -2.163, 0.686], [0.771, -2.762, -0.346], [-1.171, -2.068, 2.492], [-2.014, -2.664, 3.561], [-0.963, -0.705, 2.426], [-1.459, 0.006, 3.315], [-0.315, -4.654, 0.429], [-1.953, -4.406, 1.058], [-0.652, -4.833, 2.163], [1.675, -1.349, -1.127], [-2.796, -3.287, 3.126], [-2.472, -1.878, 4.156], [-1.419, -3.301, 4.218]], "forces_ev_per_angstrom": [[0.8, 0.7, -0.2], [0.1, 0.0, 0.4], [0.0, 0.0, 0.1], [0.0, 0.1, 0.0], [0.0, 0.0, 0.0], [0.0, 0.0, 0.0], [0.0, 0.0, 0.0], [0.0, 0.0, 0.0], [0.0, -0.1, 0.0], [-0.1, -0.2, -0.1], [0.0, 0.1, 0.4], [0.0, 0.1, -0.4], [-0.1, -0.2, 0.3], [-0.1, 0.0, -0.3], [0.0, 0.1, 0.1], [0.0, -0.1, -0.1], [0.0, 0.0, 0.0], [0.0, 0.1, 0.0], [0.2, -0.4, -0.1], [-0.1, 0.3, 0.2], [-0.1, 0.0, -0.3], [0.0, 0.0, 0.0], [0.0, 0.0, 0.0], [0.0, 0.0, 0.0], [0.0, 0.0, 0.0], [0.0, 0.0, 0.0], [0.0, 0.0, 0.0], [0.0, 0.0, 0.0], [0.0, 0.0, 0.0], [0.0, 0.0, 0.0], [0.0, 0.0, 0.0], [0.2, -0.1, -0.3], [-0.2, -0.4, -0.2], [-0.1, 0.1, 0.1], [0.0, 0.5, 0.1], [-0.1, 0.0, 0.0], [-0.5, -0.4, 0.4], [0.1, -0.1, -0.2], [0.0, 0.0, 0.0], [0.0, 0.0, 0.0], [0.0, 0.0, 0.0], [0.0, 0.0, 0.1], [0.0, 0.0, 0.0], [0.0, 0.0, 0.0], [0.0, 0.0, 0.0]], "mulliken_charge": [0.409, -0.627, 0.625, -0.584, -0.367, -0.789, -0.382, 0.350, 0.521, -0.594, -0.958, 0.351, -0.199, 0.306, -0.716, -0.637, -0.407, -0.437, 0.862, -0.899, 0.265, 0.441, 0.380, 0.386, 0.445, 0.387, 0.349, 0.399, 0.373, 0.410, -1.315, 0.385, 0.372, -0.869, 0.635, -1.232, 0.374, -0.571, 0.374, 0.310, 0.338, 0.522, 0.332, 0.378, 0.306], "spin_multiplicity": 5, "e_homo_ev": [-7.6, -8.2], "gap_ha": [0.267, 0.241], "lumo_energy_ev": [-0.33, -1.68]}